No. 1
A molecular structure, C40H44BiBrN8O2PS2 at a distorted geometry, computed with ωB97M-V/def2-TZVPD.

Geometry as XYZ:
```
99
Properties=species:S:1:pos:R:3:forces:R:3
Bi 0.382 0.215 0.535 -2.0347 0.8726 0.0349
Br 4.490 4.709 4.603 -0.0494 -0.0610 -0.0518
C 3.322 3.312 4.036 0.1492 0.1127 0.1420
C 2.040 3.228 4.568 -0.0824 -0.1664 0.0640
C 1.213 2.223 4.127 -0.4030 -0.2002 0.8381
C 1.595 1.260 3.183 0.5968 -1.3284 -0.0020
O 0.790 0.281 2.887 0.3212 0.4134 -0.6734
C 2.938 1.339 2.700 0.0083 0.2242 0.1583
C 3.523 0.312 1.826 0.2992 -0.2866 0.2143
N 3.086 0.004 0.677 -0.2490 -0.3956 0.0686
C 3.609 -1.132 0.014 0.4159 0.3913 -0.0723
C 4.843 -1.053 -0.581 -0.0052 0.0080 -0.0476
C 5.408 -2.153 -1.258 -0.0177 0.0257 0.0110
C 4.735 -3.336 -1.319 -0.0126 0.0044 0.0027
C 3.463 -3.455 -0.711 0.0103 -0.0169 -0.0542
C 2.749 -4.678 -0.706 0.0034 -0.0335 -0.0121
C 1.546 -4.763 -0.077 -0.0386 0.0164 0.0239
C 1.024 -3.600 0.539 -0.0588 -0.0086 -0.2672
N 1.643 -2.453 0.515 0.1327 0.2045 0.4830
C 2.863 -2.348 -0.066 0.1798 -0.3594 -0.0552
C 3.774 2.361 3.151 0.1933 -0.0223 -0.0331
H 1.723 3.924 5.332 -0.0707 0.0449 -0.0715
H 0.221 2.036 4.524 -0.0073 0.4083 0.0995
H 4.386 -0.236 2.230 -0.0268 0.0131 0.0167
H 5.384 -0.116 -0.525 0.0019 0.0009 0.0118
H 6.384 -2.050 -1.716 -0.0030 0.0009 -0.0014
H 5.160 -4.199 -1.818 -0.0019 0.0053 -0.0078
H 3.186 -5.538 -1.201 -0.0093 -0.0022 -0.0074
H 0.978 -5.682 -0.052 0.0057 -0.0026 0.0020
H 0.049 -3.608 1.017 0.0186 -0.0096 -0.0315
H 4.795 2.419 2.786 -0.0094 -0.0234 0.0143
C 0.203 -1.222 -2.755 -0.2117 -0.1330 0.1021
C -0.075 -1.258 -4.284 -0.0013 -0.0057 0.0191
N -0.341 0.096 -4.788 0.0759 -0.0804 0.0005
C -1.501 0.639 -4.071 -0.0569 0.0219 -0.0384
C -1.236 0.679 -2.547 -0.0169 0.1031 0.0365
N 0.117 0.168 -2.279 0.2403 -0.1923 0.1322
C 1.130 0.945 -2.995 0.3256 -0.1101 0.0393
C 0.834 0.924 -4.516 -0.0111 -0.0026 -0.0031
H 1.196 -1.611 -2.507 -0.0140 0.0345 -0.0450
H -0.535 -1.813 -2.205 0.0037 0.0117 -0.0046
H -0.943 -1.883 -4.502 -0.0086 0.0205 0.0196
H 0.776 -1.669 -4.833 0.0013 0.0307 -0.0052
H -2.363 0.010 -4.301 0.0121 -0.0022 0.0105
H -1.710 1.637 -4.464 0.0329 -0.0049 -0.0091
H -1.938 0.063 -1.982 0.0200 -0.0121 -0.0176
H -1.311 1.683 -2.130 -0.0106 -0.0273 0.0056
H 2.107 0.497 -2.780 -0.0627 -0.0944 -0.0260
H 1.185 1.950 -2.578 -0.1047 -0.1496 -0.3231
H 1.676 0.500 -5.070 0.0046 0.0309 0.0016
H 0.663 1.931 -4.904 -0.0934 -0.0188 0.0141
S -3.445 -3.588 -1.795 0.0174 0.0032 -0.0466
P -3.515 -2.832 0.033 0.1365 -0.0134 -0.2742
S -2.027 -1.678 0.675 0.1110 -0.1984 0.1753
C -5.055 -1.857 0.247 0.0254 -0.0361 0.0263
C -6.278 -2.464 -0.035 -0.0163 0.0057 0.0138
C -7.461 -1.760 0.119 0.0120 -0.0205 -0.0091
C -7.430 -0.439 0.551 -0.0057 0.0093 -0.0046
C -6.215 0.170 0.823 0.0143 0.0288 -0.0057
C -5.025 -0.535 0.676 -0.0502 -0.0476 -0.0475
C -3.758 -4.178 1.258 -0.0459 0.0447 0.0386
C -3.876 -5.504 0.865 0.0039 0.0368 0.0232
C -4.060 -6.502 1.817 0.0061 -0.0161 -0.0121
C -4.131 -6.177 3.162 0.0076 -0.0015 -0.0017
C -4.014 -4.849 3.560 -0.0013 0.0083 -0.0039
C -3.827 -3.856 2.613 0.0006 -0.0178 0.0043
H -6.292 -3.488 -0.390 -0.0015 0.0026 -0.0048
H -8.407 -2.238 -0.103 0.0028 -0.0029 0.0062
H -8.355 0.114 0.667 0.0037 0.0006 0.0038
H -6.185 1.202 1.151 -0.0025 -0.0036 0.0004
H -4.070 -0.065 0.880 0.0008 0.0054 0.0165
H -3.816 -5.736 -0.192 -0.0137 -0.0165 0.0018
H -4.147 -7.535 1.503 -0.0022 0.0028 0.0010
H -4.274 -6.954 3.903 -0.0007 -0.0002 -0.0029
H -4.062 -4.590 4.611 -0.0058 0.0008 -0.0034
H -3.715 -2.821 2.917 0.0073 -0.0054 0.0019
C 1.080 3.718 1.463 -0.9085 -0.5433 -0.2971
N 1.446 5.122 1.360 0.1458 0.0995 -0.0235
C 0.593 5.713 0.323 -0.0316 0.0058 -0.0223
N 0.735 5.042 -0.978 -0.0235 -0.0044 -0.0788
C 0.384 3.631 -0.780 -0.3993 -0.1919 0.2833
N 1.272 2.995 0.198 0.3778 -0.0539 -0.2737
C 2.663 3.154 -0.222 0.1693 -0.0562 -0.1401
N 3.049 4.557 -0.387 -0.0104 0.0585 0.0052
C 2.835 5.223 0.908 0.0261 0.0192 -0.0935
C 2.141 5.144 -1.377 -0.0140 0.0068 0.0817
H 0.015 3.633 1.705 0.0419 0.0643 -0.0508
H 1.574 3.127 2.207 0.5818 0.9433 0.0714
H 0.853 6.769 0.208 0.0299 -0.0173 -0.0221
H -0.449 5.640 0.638 0.0170 -0.0121 0.0143
H 0.372 3.034 -1.689 0.1979 0.6312 -0.1318
H -0.631 3.546 -0.386 0.0482 0.0320 0.0661
H 2.809 2.629 -1.171 0.0221 0.0369 0.0318
H 3.315 2.700 0.525 -0.0627 0.0337 -0.0454
H 3.097 6.280 0.809 0.0022 -0.0021 -0.0171
H 3.494 4.770 1.654 -0.0829 0.0138 -0.0571
H 2.282 4.631 -2.332 -0.0115 -0.0204 0.0121
H 2.395 6.199 -1.510 -0.0121 -0.0045 0.0159
O -1.123 1.416 0.590 0.3117 -0.0578 0.0696
```
Forces are in eV/Å.

Calculated values
ΔE to the lowest compared entry with this formula, charge and spin	151.89	kJ/mol
total charge	-1
HOMO energy	-4.900	eV

These are the Mulliken partial charges, in e, on atoms 1 to 2: Bi 1.963; Br -0.202



No. 2
A molecular structure, C40H44N2O2P2PtSSi, computed with ωB97M-V/def2-TZVPD.

Geometry as XYZ:
```
93
Properties=species:S:1:pos:R:3:forces:R:3
Pt -0.836 0.805 -0.168 -0.0456 -0.0090 -0.0013
C 5.680 -2.376 2.182 0.0015 -0.0003 0.0021
S 4.546 -3.734 1.832 0.0033 0.0069 -0.0021
C 3.200 -3.287 2.962 0.0006 -0.0010 0.0045
C 2.317 -2.153 2.458 0.0104 0.0039 0.0133
C 1.482 -2.590 1.260 -0.0059 -0.0123 -0.0093
N 0.724 -1.503 0.655 -0.0102 0.0158 -0.0052
P 1.181 -0.287 -0.474 0.0344 -0.0248 -0.0022
C 2.701 0.485 0.141 -0.0023 0.0089 0.0031
C 3.985 0.203 -0.319 -0.0013 0.0031 -0.0089
C 5.079 0.859 0.228 0.0037 0.0020 0.0051
C 4.898 1.801 1.231 0.0021 -0.0067 -0.0011
C 3.618 2.104 1.677 -0.0052 0.0026 -0.0009
C 2.523 1.459 1.127 0.0080 -0.0010 0.0052
C 1.587 -1.154 -2.009 0.0094 0.0032 0.0048
C 0.861 -0.774 -3.137 -0.0088 -0.0036 -0.0163
C 1.057 -1.432 -4.345 -0.0073 0.0036 0.0009
C 1.963 -2.476 -4.430 0.0098 -0.0003 0.0054
C 2.688 -2.863 -3.308 -0.0057 0.0015 -0.0038
C 2.506 -2.205 -2.104 -0.0044 -0.0033 0.0084
P -0.876 -1.072 0.984 0.0169 0.0064 -0.0047
C -1.059 -0.973 2.777 0.0221 -0.0003 -0.0057
C -0.922 0.278 3.378 -0.0143 0.0003 -0.0023
C -0.927 0.384 4.761 0.0014 -0.0054 0.0030
C -1.068 -0.753 5.544 -0.0006 0.0111 0.0012
C -1.215 -2.000 4.950 -0.0005 -0.0087 -0.0096
C -1.213 -2.111 3.568 -0.0052 0.0044 0.0081
C -1.927 -2.445 0.469 -0.0553 0.0213 0.0537
C -1.508 -3.307 -0.539 0.0200 -0.0025 -0.0156
C -2.383 -4.257 -1.046 0.0107 -0.0015 0.0029
C -3.679 -4.337 -0.560 -0.0099 0.0066 0.0041
C -4.105 -3.470 0.439 -0.0007 -0.0113 -0.0068
C -3.232 -2.527 0.955 0.0244 -0.0199 -0.0229
H 6.554 -2.518 1.550 -0.0006 0.0040 -0.0018
H 5.994 -2.399 3.226 -0.0014 -0.0038 -0.0028
H 5.236 -1.410 1.948 -0.0093 0.0099 -0.0063
H 3.639 -3.041 3.929 0.0000 -0.0111 -0.0012
H 2.613 -4.199 3.100 0.0001 -0.0015 0.0007
H 2.932 -1.294 2.181 -0.0025 -0.0004 -0.0065
H 1.653 -1.819 3.261 0.0004 0.0034 0.0004
H 0.773 -3.368 1.566 -0.0056 0.0107 -0.0018
H 2.127 -3.048 0.509 0.0028 -0.0115 -0.0089
H 4.138 -0.513 -1.115 -0.0013 0.0019 0.0058
H 6.074 0.639 -0.137 -0.0003 0.0000 -0.0003
H 5.754 2.313 1.652 0.0001 0.0008 0.0008
H 3.468 2.862 2.435 0.0013 0.0000 -0.0005
H 1.519 1.733 1.438 -0.0012 -0.0015 -0.0025
H 0.143 0.037 -3.073 0.0023 0.0049 0.0078
H 0.491 -1.125 -5.215 0.0009 -0.0012 -0.0009
H 2.111 -2.992 -5.371 -0.0014 -0.0004 -0.0001
H 3.398 -3.678 -3.373 0.0006 0.0005 0.0010
H 3.089 -2.514 -1.245 0.0029 -0.0009 0.0069
H -0.825 1.160 2.754 0.0057 -0.0003 0.0033
H -0.827 1.357 5.225 0.0019 0.0010 -0.0017
H -1.073 -0.667 6.624 -0.0005 0.0003 0.0000
H -1.334 -2.883 5.563 0.0001 -0.0010 -0.0006
H -1.337 -3.082 3.104 -0.0040 -0.0033 0.0002
H -0.503 -3.223 -0.939 -0.0041 -0.0021 -0.0037
H -2.054 -4.926 -1.830 0.0001 0.0009 -0.0006
H -4.363 -5.072 -0.964 0.0007 -0.0002 0.0000
H -5.120 -3.526 0.810 0.0003 0.0003 0.0006
H -3.568 -1.844 1.727 -0.0020 0.0010 0.0037
O -0.781 2.096 -3.329 -0.0481 0.0051 0.0021
C -0.577 2.906 -2.444 0.1450 -0.0348 -0.0050
N -0.538 2.639 -1.098 -0.0461 0.0148 -0.0106
C -0.222 3.774 -0.383 0.0066 -0.0102 0.0088
O -0.062 3.837 0.819 -0.0048 0.0018 -0.0030
C -0.086 4.902 -1.366 0.0014 -0.0027 -0.0062
C 0.198 6.238 -1.184 0.0031 0.0063 0.0003
C 0.261 7.038 -2.324 0.0031 -0.0013 0.0028
C 0.050 6.501 -3.591 0.0040 -0.0032 0.0003
C -0.231 5.147 -3.761 -0.0161 0.0015 -0.0007
C -0.295 4.370 -2.625 -0.0451 0.0125 0.0067
H 0.361 6.643 -0.194 -0.0009 0.0004 0.0002
H 0.477 8.094 -2.226 -0.0014 0.0001 0.0004
H 0.105 7.150 -4.456 0.0022 0.0002 -0.0004
H -0.398 4.717 -4.740 0.0014 0.0000 -0.0001
C -5.653 0.707 -0.282 0.0083 -0.0048 0.0067
Si -3.978 1.164 -1.018 0.0027 -0.0298 0.0011
C -4.178 2.737 -2.020 -0.0072 -0.0013 -0.0102
C -3.468 -0.219 -2.183 -0.0058 0.0113 -0.0164
C -2.755 1.422 0.378 0.0177 0.0231 0.0281
H -6.411 0.571 -1.057 0.0030 0.0010 -0.0034
H -6.007 1.479 0.406 0.0009 0.0023 -0.0019
H -5.579 -0.229 0.280 -0.0056 -0.0015 -0.0014
H -4.973 2.627 -2.762 -0.0013 -0.0031 0.0033
H -3.260 2.978 -2.560 0.0063 0.0082 0.0035
H -4.432 3.584 -1.378 0.0048 0.0042 -0.0022
H -4.240 -0.389 -2.940 0.0033 -0.0048 -0.0041
H -3.303 -1.161 -1.654 -0.0063 0.0024 0.0068
H -2.542 0.052 -2.699 -0.0021 0.0017 -0.0005
H -3.112 0.891 1.268 -0.0176 0.0121 -0.0005
H -2.720 2.485 0.641 0.0132 -0.0016 -0.0029
```
Forces are in eV/Å.

Calculated values
ΔE to the lowest compared entry with this formula, charge and spin	0.00	kJ/mol
total charge	0
HOMO energy	-7.995	eV

These are the Mulliken partial charges, in e, on atoms 1 to 2: Pt 1.048; C -0.624



Question: Look up the total charge of the second one.
Answer: 0